Entry 1:
Density functional theory data (ωB97M-V/def2-TZVPD) for C4H11N5O4PdSSe3Te as an isolated structure.

Summary:
Kohn-Sham gap (eV): 6.50
Max |F| (eV/A): 0.39
2S+1: 1
E_HOMO (eV): -8.400

Cartesian coordinates (Å):
Pd  -0.324  1.565  -1.011
C  1.679  -2.769  1.486
N  1.904  -1.499  0.812
C  3.145  -0.806  1.143
C  0.881  -0.768  0.302
N  1.025  0.472  -0.045
N  -0.347  -1.389  0.216
C  -1.407  -1.036  -0.637
N  -2.602  -1.540  -0.235
N  -1.190  -0.359  -1.703
H  2.638  -3.268  1.592
H  1.061  -3.442  0.891
H  1.238  -2.645  2.480
H  3.900  -1.553  1.372
H  3.027  -0.140  2.003
H  3.501  -0.224  0.294
H  1.925  0.918  0.121
H  -0.453  -2.275  0.676
H  -2.703  -1.680  0.759
H  -3.391  -1.044  -0.638
H  -2.067  -0.115  -2.157
Se  -1.433  2.074  1.128
Se  2.982  3.153  0.547
Te  1.249  3.683  -1.008
Se  1.456  2.206  -2.920
O  -2.873  2.917  0.332
S  -3.205  2.466  -1.160
O  -4.130  3.422  -1.659
O  -1.856  2.595  -1.861
O  -3.631  1.082  -1.122

***

Entry 2:
Density functional theory data (ωB97M-V/def2-TZVPD) for C4H11NNaO9S2 as an isolated structure.

Summary:
Total charge: -2
Kohn-Sham gap (spin up / spin down) (eV): 4.83 / 3.85
Max |F| (eV/A): 3.77
2S+1: 2
E_HOMO (spin up / spin down) (eV): -1.245 / -0.265

Cartesian coordinates (Å):
Na  0.996  -0.073  0.525
S  3.413  -1.788  1.309
O  3.370  -0.544  2.098
O  2.017  -2.247  1.038
O  3.987  -1.474  0.001
O  4.145  -2.793  2.065
S  1.891  -0.144  -2.524
O  2.169  1.259  -2.053
O  1.378  -0.186  -3.867
O  3.127  -0.895  -2.480
O  0.953  -0.852  -1.712
C  -1.226  1.557  -1.336
C  -1.645  1.725  0.142
C  -2.356  0.453  0.755
O  -1.437  -0.662  0.426
C  -1.839  -1.820  1.119
N  -0.522  2.090  0.954
H  -0.435  2.263  -1.588
H  -2.000  1.634  -2.100
H  -0.795  0.608  -1.655
H  -2.471  2.432  0.228
H  -3.312  0.329  0.246
H  -2.469  0.515  1.838
H  -2.805  -2.028  0.658
H  -2.010  -1.730  2.192
H  -1.213  -2.704  1.001
H  -0.771  2.066  1.933
H  -0.139  3.009  0.785